# 1
ORCA calculation (ωB97M-V/def2-TZVPD) on a 4-piece molecular cluster, C12H29ClO14PS overall in a non-equilibrium geometry.

Summary:
HOMO-LUMO gap in eV: 9.5
Total charge: -1
Largest force on an atom in eV Å⁻¹: 3.6
Relative energy (zero: lowest compared OMol25 entry of this formula, charge and spin) in kJ/mol: 6.82
Highest occupied orbital energy in eV: -6.91
Multiplicity: 1

Each line ends with the Löwdin charge.
Atoms and positions in Å:
Cl (0.399, -1.280, 1.117)  0.7114
O (0.939, -2.384, 2.019)  -0.3863
O (0.915, 0.045, 1.555)  -0.4115
O (0.885, -1.429, -0.263)  -0.3909
O (-1.074, -1.210, 1.212)  -0.3994
C (0.739, 2.764, -0.809)  -0.0657
C (-0.244, 1.879, -1.568)  -0.1974
O (-1.134, 2.844, -2.275)  -0.1711
P (-1.772, 2.517, -3.662)  0.3336
O (-2.632, 3.623, -4.147)  -0.2455
O (-0.500, 2.227, -4.561)  -0.1766
C (-0.713, 1.954, -5.929)  -0.2675
C (-0.341, 3.219, -6.702)  -0.0639
O (-2.478, 1.120, -3.548)  -0.1859
C (-3.688, 0.867, -2.831)  -0.2696
C (-3.432, 0.013, -1.615)  -0.0682
H (1.431, 3.203, -1.537)  0.0826
H (0.187, 3.436, -0.283)  0.0394
H (1.375, 2.194, -0.111)  0.0796
H (0.331, 1.288, -2.258)  0.1096
H (-0.791, 1.301, -0.771)  0.1221
H (0.005, 1.162, -6.197)  0.1269
H (-1.726, 1.681, -6.151)  0.1060
H (0.723, 3.387, -6.551)  0.0781
H (-0.519, 3.057, -7.710)  0.0474
H (-0.801, 4.105, -6.324)  0.0684
H (-4.214, 1.851, -2.683)  0.1325
H (-4.313, 0.358, -3.540)  0.1045
H (-2.595, -0.691, -1.946)  0.1155
H (-3.132, 0.521, -0.716)  0.0629
H (-4.329, -0.615, -1.469)  0.0787
O (-3.717, -4.928, 3.576)  -0.2809
S (-4.171, -3.723, 4.190)  0.5604
O (-5.143, -3.674, 5.205)  -0.2808
O (-2.880, -2.972, 4.681)  -0.2673
C (-1.862, -2.527, 3.806)  -0.2539
C (-1.161, -1.311, 4.529)  -0.0340
C (-4.859, -2.621, 2.844)  -0.0931
H (-2.177, -2.263, 2.800)  0.0709
H (-1.164, -3.371, 3.733)  0.1238
H (-0.751, -1.682, 5.493)  0.0855
H (-1.837, -0.516, 4.780)  0.0614
H (-0.447, -0.937, 3.802)  0.0427
H (-4.087, -2.666, 2.066)  0.0553
H (-5.088, -1.652, 3.266)  0.0622
H (-5.781, -3.059, 2.494)  0.0537
C (8.396, -0.061, 3.254)  -0.0623
O (7.730, -0.112, 2.006)  -0.0212
C (6.434, -0.497, 1.975)  -0.6580
O (5.816, -0.739, 2.946)  0.1571
O (6.057, -0.371, 0.729)  0.0073
C (4.676, -0.754, 0.361)  0.0174
H (8.087, -0.905, 3.883)  0.0950
H (8.056, 0.850, 3.792)  0.1030
H (9.450, 0.006, 3.186)  0.0704
H (4.293, -0.274, -0.543)  0.0904
H (4.009, -0.423, 1.189)  0.1024
H (4.620, -1.827, 0.214)  0.0929

---

# 2
ORCA calculation (ωB97M-V/def2-TZVPD) on an isolated ion of composition C6H8N and charge +1 in a non-equilibrium geometry.

Summary:
HOMO-LUMO gap (spin up / spin down) in eV: 8.0 / 7.4
Total charge: +1
Largest force on an atom in eV Å⁻¹: 4.9
Relative energy (zero: lowest compared OMol25 entry of this formula, charge and spin) in kJ/mol: 797.84
Highest occupied orbital energy (spin up / spin down) in eV: -14.72 / -14.17
SMILES: C/C=C1C2=[N+]/1[C@@H]2C
Multiplicity: 1

Each line ends with the Löwdin charge.
Atoms and positions in Å:
C (2.687, 0.142, 0.433)  -0.0475
C (1.843, -0.865, -0.173)  0.0438
C (0.493, -0.623, -0.012)  -0.3001
C (-0.631, -0.976, -0.631)  0.3031
N (-0.429, 0.059, 0.711)  0.2419
C (-1.573, 0.168, -0.267)  -0.2152
C (-2.920, -0.006, 0.355)  -0.0273
H (2.035, 1.015, 0.585)  0.1021
H (3.721, 0.184, -0.035)  0.1359
H (2.849, -0.117, 1.479)  0.1217
H (2.322, -1.828, -0.415)  0.1603
H (-1.559, 0.910, -1.157)  0.1967
H (-3.205, -1.129, 0.282)  0.1393
H (-3.653, 0.519, -0.095)  0.0421
H (-3.118, 0.036, 1.419)  0.1033

---

# 3
ORCA calculation (ωB97M-V/def2-TZVPD) on C24H56N8O8 as an isolated structure in a non-equilibrium geometry.

Summary:
HOMO-LUMO gap in eV: 7.1
Largest force on an atom in eV Å⁻¹: 13.8
Relative energy (zero: lowest compared OMol25 entry of this formula, charge and spin) in kJ/mol: 3024.98
Highest occupied orbital energy in eV: -7.06
Multiplicity: 1

Each line ends with the Löwdin charge.
Atoms and positions in Å:
C (2.711, 0.272, 5.623)  -0.0062
C (2.291, 0.327, 4.151)  -0.5806
O (2.193, -0.717, 3.546)  0.0298
N (1.921, 1.502, 3.625)  0.0687
C (1.515, 1.765, 2.255)  -0.1472
H (2.518, -0.732, 6.002)  0.0781
H (2.212, 0.979, 6.286)  0.0709
H (3.786, 0.425, 5.715)  0.0773
H (1.947, 2.290, 4.257)  0.1395
H (2.163, 2.510, 1.795)  0.1070
H (0.518, 2.206, 2.244)  0.0637
H (1.427, 0.835, 1.692)  -0.0404
C (-1.888, -2.892, 2.593)  0.0559
C (-1.402, -1.549, 3.063)  -0.4564
O (-1.021, -0.729, 2.244)  -0.0175
N (-1.363, -1.407, 4.348)  0.0822
C (-0.957, -0.228, 5.071)  -0.0175
H (-2.732, -3.221, 3.200)  0.0986
H (-1.066, -3.608, 2.580)  0.1146
H (-2.314, -2.721, 1.604)  0.0683
H (-1.510, -2.253, 4.878)  0.1581
H (-0.070, 0.180, 4.587)  0.0659
H (-0.634, -0.445, 6.090)  0.0985
H (-1.687, 0.580, 5.128)  0.0994
C (-5.774, 0.410, -2.010)  0.0029
C (-5.207, -0.952, -2.229)  -0.5872
O (-5.993, -1.855, -2.358)  0.0152
N (-3.894, -1.191, -2.326)  0.0204
C (-2.878, -0.185, -2.381)  -0.2107
H (-5.206, 1.262, -2.385)  0.0783
H (-5.843, 0.632, -0.945)  0.0740
H (-6.790, 0.452, -2.401)  0.0836
H (-3.551, -2.121, -2.525)  0.1407
H (-3.038, 0.604, -3.116)  0.0828
H (-1.967, -0.710, -2.667)  0.0873
H (-2.780, 0.291, -1.405)  0.0673
C (-1.179, 3.405, -3.678)  0.0062
C (-0.950, 2.132, -2.978)  -0.4898
O (-1.794, 1.261, -2.947)  -0.0401
N (0.201, 2.036, -2.292)  0.0990
C (0.481, 0.874, -1.443)  -0.0619
H (-0.707, 4.254, -3.182)  0.0788
H (-2.192, 3.766, -3.856)  0.0915
H (-0.654, 3.296, -4.627)  0.0886
H (1.017, 2.573, -2.548)  0.1446
H (0.450, 0.005, -2.100)  0.1165
H (-0.190, 0.787, -0.589)  0.0539
H (1.495, 1.034, -1.076)  0.0934
C (4.499, 2.166, 1.392)  0.0405
C (3.567, 1.445, 0.417)  -0.4565
O (2.350, 1.546, 0.563)  -0.1512
N (4.085, 0.684, -0.484)  0.1077
C (3.393, -0.223, -1.406)  -0.0804
H (4.207, 1.896, 2.407)  0.0738
H (4.421, 3.253, 1.359)  0.0924
H (5.520, 1.798, 1.288)  0.0796
H (5.092, 0.672, -0.562)  0.1474
H (3.008, -1.073, -0.843)  0.0804
H (4.192, -0.591, -2.050)  0.0905
H (2.627, 0.336, -1.944)  0.1005
C (1.366, -0.428, 0.990)  0.0160
C (0.456, -0.971, -0.123)  -0.4176
O (0.864, -1.149, -1.263)  -0.2140
N (-0.773, -1.216, 0.234)  0.0984
C (-1.740, -1.816, -0.682)  -0.0459
H (0.934, -0.569, 1.980)  0.0857
H (1.510, 0.641, 0.829)  -0.0487
H (2.366, -0.857, 0.921)  0.1303
H (-1.015, -1.215, 1.215)  -0.1092
H (-2.777, -1.498, -0.576)  0.0640
H (-1.772, -2.898, -0.548)  0.0943
H (-1.454, -1.664, -1.722)  0.0692
C (2.019, -1.791, -2.432)  -0.1190
C (2.934, -1.530, -3.621)  -0.4685
O (3.742, -0.607, -3.509)  -0.0442
N (2.762, -2.213, -4.752)  0.0164
C (3.272, -1.845, -6.070)  -0.0801
H (2.522, -2.212, -1.561)  0.1161
H (1.132, -2.345, -2.738)  0.1220
H (1.623, -0.836, -2.086)  -0.0421
H (2.156, -3.021, -4.757)  0.1312
H (3.231, -2.678, -6.772)  0.0731
H (4.356, -1.746, -6.022)  0.0782
H (2.774, -1.017, -6.576)  0.0816
C (-0.825, 1.618, 1.081)  0.0009
C (-2.236, 1.214, 0.758)  -0.4435
O (-2.920, 1.718, -0.173)  0.0192
N (-2.676, 0.223, 1.533)  -0.0007
C (-3.973, -0.336, 1.489)  -0.0393
H (-0.781, 2.693, 1.252)  0.1237
H (-0.155, 1.288, 0.288)  0.0369
H (-0.448, 1.251, 2.036)  0.0677
H (-2.090, -0.022, 2.318)  0.0234
H (-4.622, 0.233, 2.154)  0.0977
H (-4.070, -1.369, 1.820)  0.0825
H (-4.265, -0.368, 0.439)  0.0740

---

# 4
ORCA calculation (ωB97M-V/def2-TZVPD) on the molecule C3H7ClN2 in a non-equilibrium geometry.

Summary:
HOMO-LUMO gap in eV: 9.2
Largest force on an atom in eV Å⁻¹: 3.9
Relative energy (zero: lowest compared OMol25 entry of this formula, charge and spin) in kJ/mol: 356.89
Highest occupied orbital energy in eV: -8.19
SMILES: C=CNNCCl
Multiplicity: 1

Each line ends with the Löwdin charge.
Atoms and positions in Å:
C (-2.449, -1.079, 0.059)  -0.0479
C (-1.762, 0.042, -0.250)  -0.1584
N (-0.310, -0.043, 0.210)  -0.0738
N (0.833, 0.784, -0.309)  -0.1329
C (2.266, 0.808, 0.264)  -0.5410
Cl (3.259, -0.736, 0.085)  0.4148
H (-1.930, -1.987, 0.336)  0.0395
H (-3.592, -1.152, -0.049)  0.0785
H (-2.296, 0.986, -0.361)  0.0922
H (-0.157, -1.003, 0.498)  0.0816
H (0.977, 0.848, -1.394)  0.1306
H (2.912, 1.539, -0.374)  0.0959
H (2.249, 0.993, 1.284)  0.0209

---

# 5
ORCA calculation (ωB97M-V/def2-TZVPD) on C38H53CdN3O4Si as an isolated structure.

Summary:
HOMO-LUMO gap in eV: 7.0
Largest force on an atom in eV Å⁻¹: 0.6
Relative energy (zero: lowest compared OMol25 entry of this formula, charge and spin) in kJ/mol: 0.00
Highest occupied orbital energy in eV: -6.60
Multiplicity: 1

Each line ends with the Löwdin charge.
Atoms and positions in Å:
Cd (0.102, 0.361, 0.179)  1.4867
C (-2.565, 2.291, 0.128)  -0.0799
N (-2.210, 0.916, 0.467)  -0.2611
C (-3.036, -0.024, -0.311)  -0.0713
C (-2.329, 0.576, 1.879)  -0.2240
C (-3.191, 1.258, 2.719)  -0.0465
C (-3.387, 0.850, 4.034)  -0.1033
C (-2.733, -0.288, 4.477)  -0.1121
C (-1.851, -0.970, 3.657)  -0.0437
C (-1.582, -0.543, 2.345)  -0.2833
N (-0.708, -1.152, 1.482)  -0.0600
C (0.281, -2.031, 1.934)  -0.2682
C (1.050, -1.789, 3.076)  -0.0380
C (2.122, -2.596, 3.420)  -0.0908
C (2.455, -3.681, 2.625)  -0.1045
C (1.705, -3.943, 1.485)  -0.0484
C (0.632, -3.133, 1.120)  -0.2120
N (-0.117, -3.367, -0.073)  -0.2202
C (0.512, -4.244, -1.039)  -0.1089
C (-1.482, -3.799, 0.206)  -0.0812
H (-1.999, 2.989, 0.743)  0.0770
H (-2.319, 2.460, -0.921)  0.0692
H (-3.636, 2.488, 0.253)  0.0887
H (-4.087, 0.060, -0.014)  0.1019
H (-2.690, -1.039, -0.124)  0.0678
H (-2.939, 0.203, -1.374)  0.0776
H (-3.729, 2.122, 2.352)  0.1012
H (-4.054, 1.400, 4.682)  0.0948
H (-2.899, -0.648, 5.485)  0.1016
H (-1.341, -1.846, 4.034)  0.1088
H (0.835, -0.908, 3.669)  0.0958
H (2.705, -2.360, 4.302)  0.1023
H (3.287, -4.322, 2.885)  0.0962
H (1.966, -4.792, 0.871)  0.0950
H (0.522, -5.300, -0.727)  0.0868
H (1.538, -3.924, -1.223)  0.0914
H (-0.038, -4.193, -1.981)  0.0789
H (-1.506, -4.822, 0.611)  0.0936
H (-2.070, -3.787, -0.716)  0.0824
H (-1.940, -3.122, 0.921)  0.0726
C (3.122, -0.576, 0.143)  -0.0545
O (2.216, -0.344, -0.952)  -0.2506
C (2.684, 0.633, -1.869)  -0.1821
C (2.209, 2.026, -1.506)  -0.1594
O (0.786, 2.127, -1.445)  -0.2240
C (0.059, 2.237, -2.649)  -0.1659
C (-0.335, 0.871, -3.194)  -0.1847
O (-0.652, 0.064, -2.075)  -0.3056
C (-0.883, -1.296, -2.403)  -0.0927
H (3.136, 0.280, 0.814)  0.0552
H (4.124, -0.773, -0.247)  0.0987
H (2.757, -1.452, 0.678)  0.0756
H (2.315, 0.333, -2.849)  0.1134
H (3.778, 0.625, -1.909)  0.1338
H (2.611, 2.756, -2.218)  0.1380
H (2.546, 2.280, -0.502)  0.1001
H (0.610, 2.818, -3.395)  0.1369
H (-0.846, 2.790, -2.394)  0.1135
H (0.465, 0.410, -3.783)  0.1167
H (-1.207, 0.976, -3.854)  0.1367
H (-1.762, -1.398, -3.047)  0.1017
H (-1.037, -1.824, -1.464)  0.0485
H (-0.010, -1.718, -2.913)  0.0993
C (-0.298, 4.311, 2.908)  -0.0942
C (1.111, 4.395, 2.301)  -0.5947
C (0.961, 4.794, 0.828)  -0.0919
C (1.902, 5.460, 3.063)  -0.0861
Si (1.898, 2.667, 2.465)  0.4241
O (1.227, 1.600, 1.486)  -0.4104
C (1.712, 2.173, 4.276)  -0.2166
C (2.663, 2.476, 5.253)  -0.1002
C (2.461, 2.142, 6.587)  -0.0919
C (1.296, 1.494, 6.971)  -0.0949
C (0.335, 1.184, 6.017)  -0.0785
C (0.545, 1.524, 4.688)  -0.1061
C (3.767, 2.699, 2.122)  -0.2134
C (4.532, 1.625, 2.597)  -0.1167
C (5.876, 1.489, 2.283)  -0.0875
C (6.500, 2.433, 1.478)  -0.0994
C (5.769, 3.510, 0.998)  -0.0927
C (4.422, 3.636, 1.319)  -0.1028
H (-0.839, 5.248, 2.729)  0.0853
H (-0.265, 4.146, 3.985)  0.0780
H (-0.880, 3.494, 2.473)  0.0521
H (0.406, 5.737, 0.749)  0.0818
H (0.420, 4.030, 0.265)  0.0555
H (1.924, 4.947, 0.335)  0.0633
H (1.392, 6.429, 2.999)  0.0828
H (2.910, 5.591, 2.668)  0.0644
H (1.992, 5.206, 4.122)  0.0761
H (3.584, 2.975, 4.970)  0.1005
H (3.215, 2.385, 7.326)  0.0976
H (1.138, 1.229, 8.009)  0.0970
H (-0.578, 0.678, 6.305)  0.0927
H (-0.217, 1.278, 3.956)  0.0843
H (4.061, 0.877, 3.227)  0.1060
H (6.439, 0.648, 2.670)  0.1007
H (7.550, 2.333, 1.233)  0.0974
H (6.250, 4.257, 0.379)  0.0979
H (3.880, 4.490, 0.932)  0.0794

---

# 6
ORCA calculation (ωB97M-V/def2-TZVPD) on an isolated ion of composition C6H10 and charge +1 in a non-equilibrium geometry.

Summary:
Expectation value of S²: 0.76
HOMO-LUMO gap (spin up / spin down) in eV: 7.0 / 9.2
Total charge: +1
Largest force on an atom in eV Å⁻¹: 1.1
Relative energy (zero: lowest compared OMol25 entry of this formula, charge and spin) in kJ/mol: 166.92
Highest occupied orbital energy (spin up / spin down) in eV: -13.10 / -15.38
Multiplicity: 2

Each line ends with the Löwdin spin population.
Atoms and positions in Å:
C (0.721, 0.008, 0.864)  0.0589
C (0.493, -0.464, 2.100)  0.1504
C (-0.345, -0.655, -0.760)  0.1469
C (-0.301, 0.541, -0.034)  0.4385
C (-1.110, 1.751, 0.097)  0.0738
C (0.576, -1.125, -1.837)  0.0283
H (1.755, -0.023, 0.548)  0.0147
H (-0.463, -0.390, 2.604)  0.0075
H (1.365, -0.709, 2.688)  0.0081
H (-1.068, -1.425, -0.457)  0.0227
H (-0.762, 2.306, 0.965)  -0.0007
H (-2.158, 1.520, 0.287)  0.0263
H (-1.074, 2.341, -0.815)  0.0173
H (1.544, -1.387, -1.416)  0.0068
H (0.713, -0.302, -2.533)  0.0006
H (0.114, -1.986, -2.302)  -0.0002

---

Question: Which of these has the lowest relative energy (zero: lowest compared OMol25 entry of this formula, charge and spin)?
Answer: C38H53CdN3O4Si

---

Copy entry 2 word for word.
ORCA calculation (ωB97M-V/def2-TZVPD) on an isolated ion of composition C6H8N and charge +1 in a non-equilibrium geometry.

Summary:
HOMO-LUMO gap (spin up / spin down) in eV: 8.0 / 7.4
Total charge: +1
Largest force on an atom in eV Å⁻¹: 4.9
Relative energy (zero: lowest compared OMol25 entry of this formula, charge and spin) in kJ/mol: 797.84
Highest occupied orbital energy (spin up / spin down) in eV: -14.72 / -14.17
SMILES: C/C=C1C2=[N+]/1[C@@H]2C
Multiplicity: 1

Each line ends with the Löwdin charge.
Atoms and positions in Å:
C (2.687, 0.142, 0.433)  -0.0475
C (1.843, -0.865, -0.173)  0.0438
C (0.493, -0.623, -0.012)  -0.3001
C (-0.631, -0.976, -0.631)  0.3031
N (-0.429, 0.059, 0.711)  0.2419
C (-1.573, 0.168, -0.267)  -0.2152
C (-2.920, -0.006, 0.355)  -0.0273
H (2.035, 1.015, 0.585)  0.1021
H (3.721, 0.184, -0.035)  0.1359
H (2.849, -0.117, 1.479)  0.1217
H (2.322, -1.828, -0.415)  0.1603
H (-1.559, 0.910, -1.157)  0.1967
H (-3.205, -1.129, 0.282)  0.1393
H (-3.653, 0.519, -0.095)  0.0421
H (-3.118, 0.036, 1.419)  0.1033